1.
The following is a DFT calculation (ωB97M-V/def2-TZVPD) of a cluster of 4 separate species, C33H68BN2O15P in total at a distorted geometry.

Values from the calculation:
* HOMO energy: -7.73 eV
* LUMO energy: 0.0039 Ha
* Kohn-Sham gap: 0.288 hartree
* structure (SMILES): CCOC(=O)CCCN(CCc1ccccc1)C[C@@](OCCOCOCCO)(B(O)O)P(N)O.COCCOC.COCCOC.COCCOC
* spin multiplicity: 1
* energy: -2902.41195 Eh

Cartesian coordinates (Å):
C: -2.402 5.467 -2.292
C: -0.919 5.105 -2.482
O: -0.883 4.024 -3.417
C: 0.370 3.514 -3.619
O: 1.332 4.258 -3.689
C: 0.555 2.018 -3.803
C: 0.537 1.225 -2.463
C: -0.727 1.651 -1.658
N: -1.201 0.693 -0.651
C: -0.112 0.127 0.157
C: 0.785 1.162 0.864
C: 0.651 1.206 2.384
C: 1.704 1.773 3.082
C: 1.694 1.904 4.450
C: 0.579 1.459 5.145
C: -0.466 0.881 4.479
C: -0.436 0.757 3.102
C: -1.891 -0.399 -1.371
C: -3.305 -0.737 -0.785
O: -4.379 -0.490 -1.705
C: -4.598 0.883 -1.991
C: -5.827 1.483 -1.276
O: -6.853 1.894 -2.189
C: -6.872 3.264 -2.464
O: -7.831 3.983 -1.728
C: -7.377 4.414 -0.453
C: -8.008 3.505 0.613
O: -7.952 4.050 1.927
B: -3.296 -2.332 -0.557
O: -2.782 -2.851 0.648
O: -3.793 -3.146 -1.533
P: -3.536 -0.003 0.930
N: -3.523 1.744 0.849
O: -5.088 -0.510 1.289
H: -2.917 5.390 -3.254
H: -2.483 6.477 -1.882
H: -2.849 4.721 -1.625
H: -0.480 4.855 -1.507
H: -0.363 5.974 -2.849
H: 1.491 1.797 -4.318
H: -0.264 1.671 -4.453
H: 1.448 1.415 -1.888
H: 0.435 0.164 -2.722
H: -0.494 2.609 -1.169
H: -1.505 1.898 -2.386
H: 0.522 -0.567 -0.426
H: -0.590 -0.511 0.913
H: 0.681 2.188 0.494
H: 1.825 0.870 0.659
H: 2.575 2.128 2.530
H: 2.548 2.360 4.940
H: 0.581 1.589 6.225
H: -1.323 0.556 5.063
H: -1.277 0.299 2.581
H: -1.259 -1.306 -1.327
H: -2.047 -0.193 -2.434
H: -3.721 1.524 -1.838
H: -4.836 0.940 -3.065
H: -6.271 0.797 -0.550
H: -5.479 2.379 -0.744
H: -7.174 3.365 -3.514
H: -5.874 3.732 -2.394
H: -6.279 4.455 -0.379
H: -7.736 5.438 -0.275
H: -7.616 2.479 0.558
H: -9.070 3.434 0.352
H: -7.121 4.531 2.009
H: -3.516 -3.008 1.258
H: -4.194 -3.912 -1.100
H: -2.613 2.047 1.182
H: -4.205 2.094 1.521
H: -5.372 -0.115 2.122
C: 1.098 -3.045 -2.867
O: 1.358 -2.892 -1.482
C: 0.480 -3.667 -0.671
C: 1.162 -4.915 -0.153
O: 1.446 -5.826 -1.204
C: 2.810 -5.809 -1.594
H: 1.922 -2.590 -3.417
H: 1.025 -4.098 -3.150
H: 0.168 -2.530 -3.137
H: -0.433 -3.922 -1.218
H: 0.196 -3.039 0.180
H: 0.484 -5.424 0.538
H: 2.074 -4.657 0.395
H: 3.430 -6.285 -0.828
H: 3.167 -4.791 -1.771
H: 2.901 -6.375 -2.520
C: 5.229 -4.172 4.233
O: 4.846 -3.358 5.328
C: 5.275 -2.011 5.192
C: 4.138 -1.107 4.765
O: 3.711 -1.397 3.442
C: 2.506 -2.143 3.397
H: 4.699 -5.119 4.318
H: 4.971 -3.710 3.276
H: 6.306 -4.366 4.265
H: 6.111 -1.937 4.489
H: 5.632 -1.687 6.175
H: 4.492 -0.071 4.765
H: 3.301 -1.178 5.466
H: 1.658 -1.508 3.678
H: 2.547 -3.014 4.057
H: 2.363 -2.488 2.372
C: 7.309 -0.248 -2.251
O: 5.940 0.116 -2.231
C: 5.083 -0.933 -2.659
C: 4.403 -1.611 -1.488
O: 5.338 -2.325 -0.691
C: 5.680 -1.640 0.505
H: 7.870 0.526 -1.729
H: 7.479 -1.204 -1.750
H: 7.669 -0.307 -3.284
H: 5.632 -1.663 -3.262
H: 4.315 -0.478 -3.295
H: 3.686 -2.341 -1.870
H: 3.852 -0.883 -0.885
H: 4.848 -1.667 1.213
H: 5.957 -0.601 0.307
H: 6.535 -2.150 0.950

---

2.
The following is a DFT calculation (ωB97M-V/def2-TZVPD) of the molecule C20H29N3O.

Values from the calculation:
* HOMO energy: -7.85 eV
* LUMO energy: 0.0247 Ha
* Kohn-Sham gap: 0.313 hartree
* relative energy (zero: lowest compared OMol25 entry of this formula, charge and spin): 204.4 kJ/mol
* structure (SMILES): CC(C)=CCN1CCN(Cc2cc3ccccc3[nH]2)C[C@H]1CCO
* spin multiplicity: 1
* energy: -1018.99005 Eh

Cartesian coordinates (Å):
C: 0.066 3.938 -5.902
C: -0.447 3.570 -4.540
C: -1.942 3.630 -4.417
C: 0.387 3.255 -3.557
C: 0.052 2.889 -2.143
N: 0.744 1.659 -1.783
C: 0.273 0.504 -2.523
C: -1.008 -0.118 -1.953
N: -0.801 -0.442 -0.554
C: -1.930 -1.154 0.025
C: -1.574 -1.680 1.375
C: -2.298 -1.739 2.530
C: -1.473 -2.354 3.514
C: -1.647 -2.685 4.857
C: -0.605 -3.283 5.528
C: 0.609 -3.557 4.893
C: 0.811 -3.242 3.566
C: -0.238 -2.643 2.882
N: -0.337 -2.232 1.585
C: -0.495 0.773 0.181
C: 0.805 1.395 -0.353
C: 2.003 0.496 -0.022
C: 3.316 1.104 -0.514
O: 4.431 0.286 -0.241
H: -0.290 3.225 -6.645
H: 1.152 3.951 -5.925
H: -0.303 4.923 -6.188
H: -2.311 3.023 -3.596
H: -2.407 3.284 -5.339
H: -2.261 4.658 -4.248
H: 1.451 3.241 -3.753
H: 0.433 3.678 -1.485
H: -1.036 2.831 -1.992
H: 0.107 0.807 -3.559
H: 1.062 -0.253 -2.512
H: -1.238 -1.036 -2.500
H: -1.858 0.577 -2.083
H: -2.168 -1.992 -0.642
H: -2.831 -0.521 0.105
H: -3.302 -1.390 2.671
H: -2.582 -2.475 5.355
H: -0.720 -3.547 6.570
H: 1.404 -4.025 5.455
H: 1.749 -3.454 3.074
H: 0.386 -2.255 0.887
H: -0.378 0.528 1.238
H: -1.318 1.506 0.093
H: 0.960 2.356 0.152
H: 1.859 -0.484 -0.480
H: 2.053 0.357 1.060
H: 3.513 2.044 0.006
H: 3.238 1.313 -1.589
H: 4.304 -0.563 -0.680

---

3.
The following is a DFT calculation (ωB97M-V/def2-TZVPD) of a structure of composition C3H3Br2N at a distorted geometry.

Values from the calculation:
* HOMO energy: -10.38 eV
* LUMO energy: 0.0038 Ha
* Kohn-Sham gap: 0.385 hartree
* relative energy (zero: lowest compared OMol25 entry of this formula, charge and spin): 230.6 kJ/mol
* spin multiplicity: 1
* energy: -5318.78865 Eh

Cartesian coordinates (Å):
C: -0.653 -0.915 0.649
C: -0.406 0.494 0.192
C: 0.719 -0.175 -0.631
N: 0.241 -1.473 -0.088
Br: -0.242 1.833 1.700
Br: 0.754 0.277 -2.500
H: -1.334 -1.358 1.343
H: -1.096 1.088 -0.522
H: 2.016 0.229 -0.144

---

4.
The following is a DFT calculation (ωB97M-V/def2-TZVPD) of a structure of composition C33H49BaClFN8O6S at a distorted geometry.

Values from the calculation:
* net charge: -1
* HOMO energy: -2.70 eV
* LUMO energy: 0.0565 Ha
* Kohn-Sham gap: 0.156 hartree
* relative energy (zero: lowest compared OMol25 entry of this formula, charge and spin): 75.5 kJ/mol
* spin multiplicity: 1
* energy: -3160.15114 Eh

Cartesian coordinates (Å):
Ba: -1.071 0.445 -2.451
O: -0.411 -0.630 3.195
C: -0.821 -0.625 1.903
O: -0.802 0.323 1.066
C: -1.247 -2.028 1.574
O: -2.278 -2.075 0.609
C: -3.640 -1.771 0.976
C: -4.166 -0.784 -0.175
O: -5.405 -0.727 -0.196
O: -3.331 -0.151 -0.866
H: 0.013 0.215 3.434
H: -1.453 -2.480 2.549
H: -0.386 -2.544 1.088
H: -3.674 -1.118 1.859
H: -4.299 -2.624 1.093
C: -2.742 2.331 -5.302
N: -2.819 2.679 -3.902
C: -4.125 2.419 -3.346
C: -2.418 4.062 -3.654
C: -2.229 4.372 -2.205
C: -2.711 5.609 -1.778
C: -2.452 6.069 -0.518
C: -1.610 5.304 0.299
C: -1.135 4.031 -0.118
C: -1.424 3.628 -1.380
H: -3.399 2.970 -5.930
H: -3.144 1.300 -5.395
H: -1.700 2.435 -5.679
H: -4.824 3.266 -3.414
H: -4.041 2.185 -2.276
H: -4.579 1.551 -3.810
H: -3.088 4.810 -4.109
H: -1.427 4.204 -4.157
H: -3.233 6.224 -2.493
H: -2.820 7.041 -0.227
H: -1.257 5.647 1.286
H: -0.532 3.421 0.556
N: 1.351 1.701 -4.168
H: 1.791 2.606 -4.198
H: 1.653 0.940 -3.559
H: 1.011 1.261 -5.042
C: 2.956 0.366 3.099
C: 4.315 0.695 2.459
C: 5.260 1.383 3.484
C: 4.143 1.756 1.355
C: 4.950 -0.631 1.882
O: 6.030 -0.261 0.954
C: 5.547 -1.641 2.963
C: 4.800 -2.929 3.402
C: 3.737 -2.853 4.475
C: 3.870 -2.152 5.677
C: 2.777 -2.003 6.540
C: 1.589 -2.690 6.305
Cl: 0.247 -2.429 7.403
C: 1.495 -3.498 5.203
C: 2.562 -3.614 4.336
C: 4.081 -1.547 1.019
N: 3.489 -0.989 -0.167
C: 2.230 -1.113 -0.706
N: 2.187 -0.402 -1.811
C: 3.453 0.072 -2.018
N: 4.285 -0.332 -1.077
H: 2.319 1.284 3.171
H: 3.045 -0.031 4.114
H: 2.340 -0.361 2.550
H: 4.880 2.402 3.687
H: 6.277 1.462 3.110
H: 5.216 0.948 4.498
H: 3.644 2.634 1.795
H: 3.452 1.462 0.549
H: 5.070 2.116 0.923
H: 6.815 -0.100 1.484
H: 5.876 -1.100 3.842
H: 6.412 -2.087 2.436
H: 5.599 -3.571 3.812
H: 4.358 -3.518 2.590
H: 4.807 -1.739 5.942
H: 2.809 -1.362 7.449
H: 0.588 -4.088 5.096
H: 2.409 -4.305 3.548
H: 3.283 -1.958 1.653
H: 4.797 -2.332 0.741
H: 1.391 -1.697 -0.297
H: 3.815 0.588 -2.903
C: -7.195 -2.788 -2.122
C: -6.994 -2.171 -3.492
C: -5.585 -2.011 -3.898
N: -5.043 -0.870 -4.153
N: -3.645 -0.958 -4.230
C: -3.228 -2.198 -4.047
N: -1.927 -2.518 -3.938
S: -4.491 -3.371 -3.884
H: -8.268 -2.910 -1.999
H: -6.756 -2.168 -1.289
H: -6.714 -3.785 -2.076
H: -7.460 -1.180 -3.599
H: -7.496 -2.733 -4.268
H: -1.269 -1.817 -4.267
H: -1.579 -3.478 -3.934
F: -0.681 -0.369 -4.513

---

5.
The following is a DFT calculation (ωB97M-V/def2-TZVPD) of a structure of composition C20H16BF4MoNO5P at a distorted geometry.

Values from the calculation:
* net charge: +1
* HOMO energy (alpha / beta): -12.34 / -12.33 eV
* LUMO energy (alpha / beta): -0.2020 / -0.2035 Ha
* Kohn-Sham gap (alpha / beta): 0.251 / 0.250 hartree
* spin multiplicity: 1
* energy: -2036.57537 Eh

Cartesian coordinates (Å):
Mo: -0.150 1.013 0.006
O: 0.095 6.619 -2.344
C: 0.092 5.377 -1.888
C: 1.264 4.618 -1.718
C: 1.136 3.342 -1.229
N: -0.057 2.829 -0.935
C: -1.181 3.530 -1.094
C: -1.158 4.815 -1.567
C: -2.361 2.685 -0.649
O: -3.498 2.999 -0.643
O: -1.857 1.479 -0.238
C: 2.213 2.323 -0.904
O: 3.375 2.429 -1.066
O: 1.576 1.229 -0.369
H: 0.983 6.955 -2.517
H: 2.244 5.021 -1.944
H: -2.061 5.399 -1.685
C: -1.628 -1.616 2.140
P: -0.436 -1.298 0.799
C: -1.124 -2.146 -0.657
C: -0.418 -3.085 -1.406
C: -0.996 -3.632 -2.543
C: -2.266 -3.243 -2.942
C: -2.966 -2.293 -2.211
C: -2.397 -1.738 -1.077
C: 1.064 -2.199 1.267
C: 2.294 -1.558 1.388
C: 3.413 -2.283 1.771
C: 3.308 -3.640 2.031
C: 2.082 -4.281 1.919
C: 0.960 -3.564 1.542
H: -1.891 -2.672 2.147
H: -2.522 -1.009 2.009
H: -1.159 -1.336 3.082
H: 0.576 -3.383 -1.105
H: -0.449 -4.367 -3.119
H: -2.713 -3.676 -3.827
H: -3.956 -1.987 -2.522
H: -2.946 -1.005 -0.497
H: 2.383 -0.498 1.216
H: 4.365 -1.780 1.875
H: 4.184 -4.200 2.329
H: 1.995 -5.339 2.126
H: 0.001 -4.061 1.454
F: -1.177 1.885 2.192
B: 0.130 1.875 2.805
F: 0.560 0.518 2.687
F: 0.149 2.365 4.051
F: 0.924 2.588 1.861

---

6.
The following is a DFT calculation (ωB97M-V/def2-TZVPD) of a structure of composition C4H9NO at a distorted geometry.

Values from the calculation:
* HOMO energy: -7.96 eV
* LUMO energy: -0.0831 Ha
* Kohn-Sham gap: 0.209 hartree
* relative energy (zero: lowest compared OMol25 entry of this formula, charge and spin): 945.2 kJ/mol
* spin multiplicity: 1
* energy: -287.47243 Eh

Cartesian coordinates (Å):
C: -1.439 -1.814 0.007
C: -0.982 -0.401 -0.312
C: 0.202 0.099 0.149
C: 1.465 -0.477 0.252
O: 2.429 1.808 0.549
N: -2.045 0.410 -0.648
H: -1.889 -2.389 -0.796
H: -2.234 -1.601 0.720
H: -0.671 -2.323 0.567
H: -1.116 0.095 -1.480
H: 0.455 1.198 0.224
H: 2.063 -0.213 1.128
H: 2.211 -0.427 -0.558
H: -1.753 1.356 -0.388
H: 2.684 2.733 0.598

---

7.
The following is a DFT calculation (ωB97M-V/def2-TZVPD) of a structure of composition C31H68GaO2 at a distorted geometry.

Values from the calculation:
* net charge: -1
* HOMO energy: -4.14 eV
* LUMO energy: 0.0815 Ha
* Kohn-Sham gap: 0.234 hartree
* spin multiplicity: 1
* energy: -3297.12638 Eh

Cartesian coordinates (Å):
C: 1.352 -3.343 1.405
C: 0.230 -4.006 2.204
C: -1.118 -3.923 1.455
C: -2.279 -3.735 2.460
C: -3.561 -4.474 2.098
C: -4.461 -3.706 1.107
C: -4.981 -2.407 1.740
C: -5.021 -1.155 0.828
C: -5.235 -1.409 -0.656
C: -5.412 -0.114 -1.455
C: -6.769 0.582 -1.252
C: -6.790 1.665 -0.168
C: -5.904 2.877 -0.472
C: -4.419 2.707 -0.051
Ga: -3.227 2.996 -1.737
C: -1.711 1.618 -1.933
C: -1.412 1.428 -3.448
C: -1.284 -0.039 -3.895
C: 0.181 -0.498 -4.059
C: 0.501 -1.854 -3.415
C: 1.194 -1.784 -2.058
C: 2.336 -0.784 -1.939
C: 3.304 -1.195 -0.816
C: 4.135 0.005 -0.315
C: 4.165 0.150 1.202
C: 2.754 0.127 1.811
C: 2.758 0.807 3.155
O: 1.531 0.817 3.895
C: 0.373 0.366 3.230
H: 1.339 -3.723 0.387
H: 1.159 -2.276 1.345
H: 2.317 -3.517 1.873
H: 0.472 -5.031 2.473
H: 0.099 -3.432 3.120
H: -1.055 -3.019 0.856
H: -1.266 -4.799 0.830
H: -2.457 -2.669 2.546
H: -1.937 -4.092 3.429
H: -3.281 -5.398 1.588
H: -4.148 -4.755 2.971
H: -3.871 -3.544 0.212
H: -5.313 -4.354 0.927
H: -4.386 -2.152 2.612
H: -5.993 -2.581 2.105
H: -5.871 -0.568 1.160
H: -4.157 -0.524 1.012
H: -6.045 -2.116 -0.838
H: -4.335 -1.878 -1.058
H: -5.346 -0.394 -2.506
H: -4.570 0.540 -1.267
H: -7.525 -0.172 -1.023
H: -7.029 1.073 -2.186
H: -6.525 1.299 0.821
H: -7.821 2.024 -0.092
H: -5.983 3.177 -1.515
H: -6.320 3.716 0.092
H: -4.296 1.681 0.291
H: -4.137 3.385 0.746
H: -4.214 2.810 -3.016
H: -2.647 4.498 -1.647
H: -1.934 0.666 -1.451
H: -0.822 2.027 -1.453
H: -0.478 1.958 -3.633
H: -2.160 1.934 -4.051
H: -1.782 -0.098 -4.863
H: -1.849 -0.688 -3.230
H: 0.826 0.308 -3.724
H: 0.370 -0.604 -5.125
H: -0.454 -2.351 -3.248
H: 1.039 -2.499 -4.104
H: 1.624 -2.773 -1.873
H: 0.483 -1.635 -1.251
H: 2.894 -0.657 -2.865
H: 1.905 0.180 -1.676
H: 3.957 -1.946 -1.252
H: 2.733 -1.670 -0.026
H: 3.745 0.913 -0.758
H: 5.160 -0.153 -0.642
H: 4.786 -0.598 1.694
H: 4.611 1.120 1.422
H: 2.117 0.651 1.103
H: 2.446 -0.909 1.879
H: 3.483 0.275 3.776
H: 3.108 1.834 3.074
H: 0.387 -0.704 3.026
H: -0.454 0.530 3.915
H: 0.139 0.933 2.331
C: 9.292 2.823 0.022
C: 7.874 3.083 -0.459
O: 6.917 3.134 0.581
C: 7.101 4.148 1.551
C: 7.054 5.557 0.986
H: 9.327 1.926 0.642
H: 9.959 2.688 -0.830
H: 9.677 3.653 0.617
H: 7.557 2.262 -1.104
H: 7.830 3.994 -1.066
H: 8.032 3.983 2.107
H: 6.286 4.019 2.263
H: 7.894 5.755 0.318
H: 7.092 6.288 1.794
H: 6.136 5.709 0.417

---

8.
The following is a DFT calculation (ωB97M-V/def2-TZVPD) of a cluster of 2 separate species, C7H9N4 in total at a distorted geometry.

Values from the calculation:
* net charge: +1
* HOMO energy: -12.99 eV
* LUMO energy: -0.1864 Ha
* Kohn-Sham gap: 0.291 hartree
* relative energy (zero: lowest compared OMol25 entry of this formula, charge and spin): 166.4 kJ/mol
* spin multiplicity: 1
* energy: -490.87370 Eh

Cartesian coordinates (Å):
C: -2.477 -1.302 -1.859
C: -2.386 -0.604 -0.708
C: 2.219 -0.596 2.267
C: 0.925 -0.277 1.970
C: -1.069 0.251 -2.288
C: 2.154 0.492 0.372
C: -1.042 1.331 -0.101
N: -1.637 -0.752 -2.819
N: 2.976 -0.102 1.247
N: -1.482 0.431 -0.941
N: 0.914 0.392 0.791
H: -3.073 -2.160 -2.097
H: -2.883 -0.719 0.233
H: 2.630 -1.119 3.103
H: 0.033 -0.487 2.520
H: -0.355 0.898 -2.759
H: 2.468 0.966 -0.534
H: -0.436 2.145 -0.465
H: -1.457 1.384 0.893
H: 3.980 -0.172 1.173